A molecular structure, C46H52BClN15OTi. Source: the Open Molecules 2025 dataset; level of theory: ωB97M-V/def2-TZVPD.

Output
* energy above the lowest of the compared OMol25 structures with the same formula, charge and spin: 0.660 eV
* charge: +3
* LUMO: -9.9 eV
* E_HOMO: -14.836 eV

XYZ file:
```
117
Properties=species:S:1:pos:R:3:forces:R:3:lowdin_charge:R:1
Ti 0.16779 0.00167 -0.16813 0.03 -0.05 -0.04 1.27
C -1.20938 -2.51208 -1.34114 0.00 0.00 0.00 -0.06
N -0.63585 -1.22611 -1.87098 0.00 0.00 0.01 -0.20
C 0.45713 -1.52315 -2.83184 -0.02 0.01 0.02 -0.10
C 1.50194 -2.26061 -2.05698 0.00 -0.01 -0.01 -0.29
C 2.27673 -3.27218 -2.59058 0.01 0.00 0.00 0.03
C 3.07005 -4.02268 -1.73395 0.00 0.00 -0.02 0.02
C 3.00460 -3.76526 -0.37338 0.00 0.00 0.02 0.01
C 2.21514 -2.72300 0.07413 0.02 0.00 -0.01 -0.10
N 1.51304 -1.93829 -0.75553 0.00 0.01 0.02 0.05
C -1.70523 -0.51878 -2.59955 -0.01 -0.02 0.00 -0.11
C -2.76077 -0.19124 -1.59914 0.01 0.02 0.01 -0.31
C -4.09953 -0.14662 -1.93566 0.00 0.00 0.00 0.02
C -5.02046 0.24006 -0.97397 -0.01 0.00 -0.01 0.01
C -4.54869 0.56057 0.28611 0.00 -0.01 0.02 0.01
C -3.19182 0.46833 0.54125 -0.01 0.00 -0.02 -0.07
N -2.28980 0.08914 -0.37158 0.00 0.00 0.00 0.06
C -1.18516 -2.66406 0.15319 0.00 0.00 0.00 -0.23
C -1.75526 -3.79257 0.71571 0.01 -0.01 0.01 0.03
C -1.65362 -4.00092 2.08047 0.00 0.01 -0.01 0.03
C -0.95620 -3.07653 2.84513 0.00 -0.02 -0.01 0.01
C -0.42401 -1.97057 2.21823 -0.01 0.01 0.00 -0.09
N -0.55646 -1.74020 0.89730 -0.03 -0.02 0.02 0.00
H -0.65675 -3.34778 -1.77288 0.00 -0.01 0.00 0.15
H -2.23710 -2.61209 -1.69091 0.00 0.00 0.00 0.15
H 0.80075 -0.58080 -3.25940 0.00 0.00 0.00 0.13
H 0.07535 -2.13668 -3.65199 0.00 0.00 0.00 0.16
H 2.23373 -3.48912 -3.64998 0.00 0.00 0.00 0.14
H 3.69102 -4.82113 -2.11815 0.00 0.00 0.00 0.14
H 3.55731 -4.36087 0.33964 0.00 0.00 0.00 0.13
H 2.14367 -2.50546 1.13021 0.00 0.01 0.00 0.11
H -2.09331 -1.15046 -3.40275 0.00 0.01 0.00 0.16
H -1.28103 0.37890 -3.05162 0.00 0.01 0.00 0.13
H -4.41062 -0.40012 -2.94084 0.00 0.00 0.00 0.14
H -6.07584 0.29158 -1.20597 0.00 0.00 0.00 0.14
H -5.21587 0.87747 1.07512 0.00 0.00 0.00 0.13
H -2.82994 0.73032 1.51730 0.01 0.01 0.02 0.09
H -2.26354 -4.50637 0.07987 0.00 0.00 0.00 0.14
H -2.09077 -4.87786 2.54016 0.00 0.00 0.00 0.14
H -0.81285 -3.20965 3.90943 -0.01 0.01 0.00 0.10
H 0.14171 -1.24686 2.78330 0.00 -0.01 -0.01 0.09
C -0.65826 2.24349 3.41903 -0.01 0.00 0.00 0.02
C -0.92080 1.14192 2.62754 -0.01 -0.01 -0.02 -0.15
N -0.28314 1.25052 1.44609 -0.01 0.04 0.02 -0.08
N 0.43235 2.40875 1.49538 0.01 0.00 -0.02 0.04
C 0.19776 3.02505 2.65733 0.00 0.01 0.01 -0.01
B 1.11868 3.04752 0.22583 -0.02 0.00 0.02 -0.66
N 2.09035 2.07314 -0.55217 -0.01 0.01 -0.02 0.04
C 3.30810 2.44355 -0.96002 0.01 0.00 0.00 0.01
C 3.76436 1.54352 -1.90955 0.00 0.01 0.00 0.02
C 2.75478 0.61234 -2.01793 -0.01 0.00 -0.03 -0.11
N 1.72479 0.92717 -1.20678 0.05 0.06 0.00 -0.07
N -0.02909 3.27522 -0.73915 0.01 -0.02 0.00 0.03
C -0.68545 4.38077 -1.12185 0.01 0.01 0.00 -0.01
C -1.78477 3.99524 -1.85286 -0.01 0.01 0.01 0.01
C -1.73969 2.60747 -1.83685 -0.01 0.00 0.00 -0.11
N -0.67627 2.15569 -1.15686 0.00 0.00 0.00 0.03
N 1.90880 4.23470 0.65268 -0.03 0.01 0.03 -0.04
C 2.25655 5.37892 -0.00922 0.02 -0.02 -0.02 -0.07
C 3.32658 5.92916 0.63629 0.01 0.00 0.00 -0.02
C 3.60116 5.03386 1.69278 -0.02 0.03 0.03 -0.12
N 2.76629 4.01417 1.69860 0.04 -0.02 -0.05 0.07
H -1.03711 2.45370 4.40425 0.00 0.00 0.00 0.13
H -1.50859 0.27348 2.86879 -0.01 0.00 0.00 0.12
H 0.66028 3.97180 2.87610 0.00 0.00 0.00 0.14
H 3.77673 3.33281 -0.57025 0.00 0.00 0.00 0.14
H 4.69662 1.57127 -2.44617 0.00 0.00 0.00 0.13
H 2.74875 -0.27001 -2.63070 0.00 0.00 0.00 0.11
H -0.34634 5.36217 -0.83884 0.00 -0.01 0.00 0.13
H -2.51558 4.62461 -2.32921 0.00 0.00 0.00 0.12
H -2.45697 1.95562 -2.29611 0.01 -0.01 -0.01 0.10
H 1.74132 5.71353 -0.89360 0.01 0.00 0.00 0.12
H 3.83441 6.84688 0.39581 0.00 0.00 0.00 0.11
H 4.36918 5.10540 2.44692 0.00 0.00 0.00 0.12
C 6.44055 -1.50527 6.07027 -0.01 0.02 0.00 -0.03
C 5.72461 -1.00341 4.80234 0.02 -0.01 0.01 -0.50
C 5.46068 -2.23204 3.92081 0.00 0.02 -0.01 -0.04
C 6.69071 -0.05543 4.08388 0.00 0.00 0.00 -0.04
C 4.40904 -0.25859 5.21873 0.02 0.01 0.01 -0.42
O 4.70015 0.67526 6.25955 0.01 0.01 0.00 0.00
C 3.31372 -1.22141 5.73584 0.05 -0.02 -0.02 -0.08
C 2.32082 -1.77470 4.70866 -0.08 -0.02 -0.01 -0.16
C 1.50988 -2.95198 5.18476 0.02 0.00 0.00 -0.25
C 0.48622 -2.78442 6.11547 0.01 0.01 -0.02 -0.04
C -0.32176 -3.84742 6.48876 -0.01 -0.01 0.01 -0.09
C -0.10271 -5.10006 5.92802 -0.02 0.00 0.02 -0.68
Cl -1.12749 -6.42100 6.36005 0.00 0.00 0.00 0.72
C 0.93247 -5.29847 5.02744 0.02 0.01 -0.01 -0.09
C 1.73051 -4.22204 4.66307 0.00 -0.01 0.00 -0.04
C 3.87619 0.79193 4.20380 0.00 -0.01 0.01 -0.01
N 3.35204 0.37539 2.89700 -0.01 0.00 0.02 -0.04
C 2.09149 0.36991 2.51443 0.03 -0.03 0.01 -0.14
N 1.98684 -0.05407 1.24939 -0.04 0.06 0.01 0.03
C 3.30724 -0.24404 0.90523 0.02 -0.06 -0.01 -0.19
N 4.14183 0.00114 1.86867 0.01 0.04 -0.01 0.19
H 7.26310 -2.15808 5.77934 0.00 0.00 -0.01 0.10
H 5.79563 -2.08581 6.73232 0.00 -0.01 0.00 0.09
H 6.88828 -0.68752 6.63775 -0.01 0.00 0.00 0.10
H 6.41799 -2.69044 3.66956 0.00 0.00 -0.01 0.10
H 4.97377 -1.97723 2.97868 -0.01 0.01 0.00 0.05
H 4.86999 -2.98983 4.44006 0.01 0.00 0.01 0.08
H 7.66125 -0.54156 3.97826 0.00 0.00 0.00 0.10
H 6.84472 0.85746 4.66161 0.00 0.00 0.00 0.10
H 6.34817 0.20742 3.08360 0.00 0.00 -0.01 0.06
H 5.15136 0.22653 6.98292 0.00 -0.01 0.01 0.10
H 2.75809 -0.68104 6.50505 -0.01 0.00 -0.01 0.13
H 3.79693 -2.05782 6.24192 -0.01 -0.01 0.01 0.12
H 2.83400 -2.06120 3.78715 0.00 0.01 0.01 0.09
H 1.61431 -0.97973 4.45501 0.01 -0.01 0.04 0.09
H 0.30919 -1.80856 6.55510 0.00 0.00 0.00 0.12
H -1.11605 -3.71568 7.21092 0.00 0.00 0.00 0.12
H 1.11176 -6.28671 4.62585 0.00 0.00 0.00 0.11
H 2.54120 -4.37827 3.95867 0.00 -0.01 0.00 0.11
H 4.66608 1.51339 4.01498 0.00 0.00 -0.02 0.14
H 3.06079 1.32117 4.69724 -0.01 0.00 -0.01 0.15
H 1.29637 0.68203 3.16679 0.01 -0.01 -0.02 0.12
H 3.64613 -0.55627 -0.06394 0.00 -0.01 0.01 0.12
```
Positions in Å, forces in eV/Å.